ORCA calculation (the ωB97M-V functional and the def2-TZVPD basis) on a molecular structure, C31H17Cl5N4O5Ti at a distorted geometry.

Geometry as ORCA input:
```
! wB97M-V def2-TZVPD RIJCOSX def2/J DEFGRID3
* xyz -2 3
Ti -0.277 0.012 -0.230
O 0.819 0.505 4.011
C 0.780 0.661 2.788
N -0.264 0.517 1.949
C -1.514 0.214 2.538
C -1.946 0.771 3.744
C -3.195 0.475 4.267
C -4.037 -0.395 3.590
C -3.639 -0.943 2.380
C -2.389 -0.632 1.833
N -1.939 -1.037 0.569
C -2.627 -1.893 -0.183
O -3.603 -2.616 0.063
C -2.074 -1.959 -1.586
C -2.630 -2.813 -2.524
C -2.091 -2.832 -3.800
C -1.007 -2.005 -4.090
C -0.509 -1.181 -3.097
N -1.045 -1.147 -1.871
C 2.055 1.126 2.122
C 3.085 1.662 2.890
C 4.219 2.126 2.247
C 4.293 2.030 0.864
C 3.220 1.469 0.189
N 2.132 1.029 0.808
H -1.281 1.432 4.276
H -3.504 0.921 5.207
H -5.013 -0.644 3.995
H -4.289 -1.609 1.836
H -3.464 -3.427 -2.213
H -2.505 -3.484 -4.561
H -0.547 -1.991 -5.069
H 0.336 -0.530 -3.261
H 2.962 1.694 3.964
H 5.037 2.557 2.812
H 5.162 2.376 0.319
H 3.217 1.352 -0.891
Cl -2.236 5.135 -5.272
C -2.030 4.041 -3.905
C -3.097 3.845 -3.041
C -2.908 2.978 -1.962
Cl -4.236 2.737 -0.857
C -1.710 2.302 -1.694
O -1.563 1.558 -0.643
C -0.636 2.510 -2.647
C 0.585 1.843 -2.491
O 0.875 0.932 -1.600
C -0.825 3.405 -3.732
H -4.044 4.343 -3.188
H 1.382 2.099 -3.195
H -0.014 3.574 -4.430
Cl 5.761 -4.083 2.369
C 4.345 -3.347 1.645
C 3.116 -3.469 2.268
C 2.007 -2.879 1.698
Cl 0.455 -3.084 2.433
C 2.057 -2.121 0.492
O 1.038 -1.555 -0.028
C 3.347 -2.077 -0.100
Cl 3.493 -1.229 -1.614
C 4.470 -2.660 0.455
H 3.012 -4.018 3.194
H 5.427 -2.573 -0.041
*
```

frontier orbital gap (alpha / beta)	4.46 / 6.20	eV
E_LUMO (alpha / beta)	4.1 / 4.1	eV
E	-4937.49977	Eh
energy relative to the best compared isomer or geometry (same formula, charge and spin)	62.6	kJ/mol
<S²>	2.04

Atom charges from the natural (NBO) analysis, given in e for atoms 1 to 4:
1 Ti 1.664
2 O -0.692
3 C 0.611
4 N -0.715